This record from the Open Molecules 2025 dataset describes C22H24F6N4O6Rh as an isolated structure. The level of theory is ωB97M-V with the def2-TZVPD basis set.

Calculated values
Energy relative to the best compared isomer or geometry (same formula, charge and spin): 12.0 kcal/mol
Highest occupied orbital energy: -10.8 eV
Net charge: +1
Gap between HOMO and LUMO: 7.39 eV

Last column: Mulliken charge in e.
Geometry (Å):
Rh1 -0.43 -0.22 -4.17  0.899
F1 -2.45 -0.43 2.51  -0.356
C1 -1.20 -0.21 2.03  0.655
C2 -0.99 -0.31 0.69  -1.206
C3 0.30 -0.14 0.17  0.557
C4 0.50 -0.26 -1.28  1.565
O1 -0.48 -0.57 -1.98  -1.063
C5 1.84 -0.02 -1.74  -0.438
C6 2.80 0.25 -0.81  -0.251
N1 2.62 0.32 0.53  0.279
C7 3.74 0.63 1.39  -0.281
C8 5.05 -0.04 1.12  -0.996
C9 4.24 -0.43 2.32  -0.367
C10 1.35 0.15 1.05  -0.447
C11 1.10 0.28 2.42  -0.608
C12 -0.17 0.09 2.93  -0.297
N2 -0.36 0.21 4.33  0.147
C13 -1.61 0.64 4.92  -0.922
C14 -2.49 -0.51 5.39  -0.624
N3 -1.68 -1.40 6.30  -0.126
C15 -0.41 -1.87 5.64  -0.758
C16 0.40 -0.65 5.21  -0.692
C17 2.37 -0.13 -3.17  0.231
O2 3.58 -0.10 -3.29  -0.729
O3 1.56 -0.18 -4.16  -0.503
H1 -1.80 -0.55 0.01  0.641
H2 3.81 0.39 -1.17  0.781
H3 3.76 1.66 1.72  0.393
H4 5.94 0.55 1.26  0.267
H5 5.09 -0.75 0.31  0.356
H6 4.58 -0.12 3.30  0.288
H7 3.74 -1.39 2.28  0.222
H8 1.90 0.55 3.09  0.831
H9 -2.17 1.26 4.22  0.447
H10 -1.37 1.27 5.79  0.397
H11 -2.81 -1.14 4.56  0.448
H12 -3.36 -0.17 5.95  0.356
H13 -2.24 -2.19 6.60  0.352
H14 -1.44 -0.87 7.15  0.372
H15 -0.71 -2.47 4.78  0.349
H16 0.12 -2.50 6.36  0.431
H17 1.31 -0.99 4.73  0.408
H18 0.70 -0.09 6.11  0.338
F2 -4.56 -2.20 -4.06  -0.246
C18 -3.43 -2.76 -4.52  0.727
F3 -3.61 -3.08 -5.80  -0.243
F4 -3.21 -3.88 -3.83  -0.240
C19 -2.25 -1.79 -4.39  0.793
O4 -2.47 -0.56 -4.24  -0.760
O5 -1.08 -2.23 -4.46  -0.572
F5 0.57 -0.58 -6.72  -0.285
C20 -0.46 0.07 -6.12  0.391
F6 -0.36 1.39 -6.50  -0.322
H19 -1.39 -0.32 -6.55  0.106
C21 -0.69 4.05 -4.19  -1.334
C22 -1.14 2.63 -4.09  0.954
N4 -2.41 2.35 -4.39  -0.219
O6 -0.31 1.76 -3.75  -0.565
H20 -1.51 4.76 -4.11  0.409
H21 -0.19 4.16 -5.15  0.313
H22 0.05 4.23 -3.41  0.299
H23 -3.01 3.07 -4.74  0.185
H24 -2.73 1.39 -4.40  0.265

***

This record from the Open Molecules 2025 dataset describes a 2-piece molecular cluster, C4H7ClO2 overall. The level of theory is ωB97M-V with the def2-TZVPD basis set.

Calculated values
Energy relative to the best compared isomer or geometry (same formula, charge and spin): 220.8 kcal/mol
Highest occupied orbital energy: -9.8 eV
Gap between HOMO and LUMO: 6.61 eV

Last column: Mulliken charge in e.
Geometry (Å):
C1 -1.02 0.27 -0.48  0.298
C2 -1.49 -1.16 -0.40  -0.429
C3 -0.30 0.16 0.79  -0.055
C4 1.06 0.79 0.79  -0.570
H1 -1.32 2.83 -1.19  0.210
H2 -0.37 0.85 -1.30  0.297
H3 -2.54 -0.88 0.26  0.199
H4 -1.62 -1.98 -1.43  0.258
H5 -0.82 0.36 1.78  0.269
H6 0.79 1.94 0.68  0.299
H7 1.58 0.42 1.74  0.346
O1 -2.03 1.12 -0.19  -0.550
O2 -0.50 -1.37 0.60  -0.386
Cl1 2.06 -0.11 -0.47  -0.186

***

This record from the Open Molecules 2025 dataset describes C12H13AsBCoN2O6S2 as an isolated structure. The level of theory is ωB97M-V with the def2-TZVPD basis set.

Calculated values
Energy relative to the best compared isomer or geometry (same formula, charge and spin): 0.0 kcal/mol
Highest occupied orbital energy (alpha / beta): -6.0 / -5.9 eV
2S+1: 2
Net charge: -1
Gap between HOMO and LUMO (alpha / beta): 8.19 / 8.14 eV

Last column: Mulliken charge in e.
Geometry (Å):
Co1 -0.53 -0.93 0.48  0.187
O1 -4.12 1.13 -1.18  -0.614
As1 -3.22 0.64 0.28  0.943
O2 -4.28 0.24 1.44  -0.768
O3 -2.17 -0.53 -0.35  -0.651
C1 -2.28 2.34 0.52  -0.035
C2 -2.89 3.45 -0.07  -0.252
C3 -2.33 4.71 0.05  -0.567
C4 -1.16 4.89 0.78  -0.495
C5 -0.55 3.79 1.37  -0.924
C6 -1.11 2.53 1.24  0.326
S1 -0.19 1.22 2.04  1.796
O4 -1.13 0.08 2.16  -0.683
O5 0.29 1.76 3.28  -0.708
O6 0.85 0.86 1.06  -0.827
H1 -4.79 0.46 -1.34  0.299
H2 -3.80 3.32 -0.63  0.476
H3 -2.81 5.56 -0.41  0.362
H4 -0.72 5.87 0.88  0.374
H5 0.35 3.91 1.96  0.433
S2 0.26 -1.53 -1.61  -0.300
C7 1.95 -1.51 -1.41  0.759
N1 2.53 -0.87 -0.36  0.360
C8 3.84 -0.88 -0.09  -0.110
C9 4.72 -1.50 -0.93  -0.764
C10 4.19 -2.14 -2.06  0.004
C11 2.84 -2.15 -2.30  -0.905
H6 1.90 -0.41 0.31  0.137
H7 4.13 -0.39 0.82  0.390
H8 5.77 -1.53 -0.70  0.394
H9 4.86 -2.66 -2.75  0.363
H10 2.42 -2.66 -3.15  0.389
B1 2.64 -3.69 2.51  0.086
C12 1.50 -2.78 1.90  0.304
N2 0.75 -2.04 1.43  -0.356
H11 3.20 -3.04 3.37  -0.130
H12 3.40 -3.95 1.59  -0.144
H13 2.14 -4.69 2.96  -0.147

***

This record from the Open Molecules 2025 dataset describes one molecule with the formula C7H10. The level of theory is ωB97M-V with the def2-TZVPD basis set.

Calculated values
Energy relative to the best compared isomer or geometry (same formula, charge and spin): 80.6 kcal/mol
Highest occupied orbital energy: -8.1 eV
Gap between HOMO and LUMO: 7.79 eV

Last column: Mulliken charge in e.
Geometry (Å):
C1 -1.32 -0.53 -1.09  -1.200
C2 1.04 -1.46 0.77  -0.569
C3 0.18 -0.43 1.44  -0.637
C4 0.15 0.83 0.55  0.312
C5 -1.09 0.80 -0.39  -0.650
C6 1.40 0.62 -0.24  -0.444
C7 1.86 -0.64 -0.12  -0.381
H1 -2.24 -0.50 -1.69  0.382
H2 -0.50 -0.79 -1.76  0.317
H3 -1.43 -1.36 -0.38  0.311
H4 0.75 -0.22 2.36  0.372
H5 -0.80 -0.79 1.77  0.311
H6 0.15 1.78 1.09  0.388
H7 -0.99 1.60 -1.13  0.374
H8 -1.97 1.06 0.21  0.337
H9 1.82 1.40 -0.88  0.376
H10 2.71 -1.04 -0.68  0.400

***

This record from the Open Molecules 2025 dataset describes a 2-piece molecular cluster, C5H13O2S overall. The level of theory is ωB97M-V with the def2-TZVPD basis set.

Calculated values
Energy relative to the best compared isomer or geometry (same formula, charge and spin): 6.6 kcal/mol
Highest occupied orbital energy: -3.7 eV
Net charge: -1
Gap between HOMO and LUMO: 6.81 eV

Last column: Mulliken charge in e.
Geometry (Å):
C1 -1.27 -0.59 -1.77  -0.486
O1 -1.92 -1.78 -1.61  -0.787
C2 -1.34 0.34 -0.52  0.066
C3 -0.48 1.61 -0.63  -0.558
C4 1.05 1.42 -0.51  -0.673
S1 1.77 1.41 1.22  -0.139
C5 1.35 -0.23 1.86  -0.800
H1 -1.62 0.07 -2.56  0.295
H2 -0.18 -0.85 -1.95  0.121
H3 -1.02 -0.32 0.27  -0.191
H4 -2.42 0.62 -0.42  0.242
H5 -0.73 2.21 -1.52  0.385
H6 -0.75 2.32 0.18  0.285
H7 1.58 2.33 -0.82  0.289
H8 1.43 0.55 -1.05  0.320
H9 1.63 -0.23 2.93  0.311
H10 1.89 -0.92 1.21  0.236
H11 0.30 -0.53 1.93  0.292
H12 -0.49 -3.52 0.12  0.221
H13 -1.46 -2.47 -0.58  0.362
O2 -1.01 -2.78 0.45  -0.792

***

This record from the Open Molecules 2025 dataset describes an isolated ion of composition C26H29N2O2 and charge +1. The level of theory is ωB97M-V with the def2-TZVPD basis set.

Calculated values
Energy relative to the best compared isomer or geometry (same formula, charge and spin): 0.0 kcal/mol
Highest occupied orbital energy: -11.2 eV
Net charge: +1
Gap between HOMO and LUMO: 9.15 eV

Last column: Mulliken charge in e.
Geometry (Å):
O1 -0.34 -0.64 0.73  -0.814
C1 -0.77 -1.68 0.22  0.656
N1 0.01 -2.73 -0.09  -0.125
C2 1.45 -2.93 0.10  -0.267
C3 2.27 -2.32 -1.05  -1.177
C4 2.26 -0.78 -1.03  -0.455
N2 2.14 -0.26 0.34  0.458
C5 2.51 1.18 0.44  -1.110
C6 3.96 1.44 0.12  0.567
C7 4.94 1.32 1.10  -0.333
C8 6.27 1.54 0.80  -0.733
C9 6.64 1.90 -0.49  -0.443
C10 5.67 2.04 -1.47  -0.725
C11 4.34 1.81 -1.16  -0.231
C12 2.80 -1.14 1.31  -0.642
C13 1.96 -2.41 1.46  -1.128
C14 -2.20 -1.87 -0.06  0.163
C15 -2.86 -3.04 0.31  -0.393
C16 -4.22 -3.18 0.12  -0.901
C17 -4.93 -2.13 -0.44  -0.700
C18 -4.30 -0.96 -0.83  -0.804
C19 -2.93 -0.82 -0.65  0.683
O2 -2.20 0.25 -1.06  -0.318
C20 -2.87 1.40 -1.54  -0.965
C21 -3.75 2.05 -0.51  0.594
C22 -3.42 1.99 0.84  -0.030
C23 -4.22 2.60 1.79  -0.681
C24 -5.36 3.27 1.40  -0.430
C25 -5.70 3.35 0.06  -0.574
C26 -4.90 2.73 -0.89  -0.536
H1 -0.47 -3.50 -0.54  0.426
H2 1.59 -4.01 0.06  0.542
H3 1.88 -2.66 -2.00  0.451
H4 3.29 -2.69 -0.95  0.465
H5 1.42 -0.40 -1.61  0.368
H6 3.19 -0.42 -1.48  0.434
H7 1.06 -0.35 0.58  0.237
H8 2.29 1.50 1.46  0.593
H9 1.87 1.73 -0.25  0.480
H10 4.66 1.06 2.11  0.402
H11 7.02 1.45 1.57  0.402
H12 7.68 2.08 -0.72  0.401
H13 5.95 2.33 -2.47  0.401
H14 3.59 1.95 -1.93  0.471
H15 2.86 -0.63 2.27  0.425
H16 3.82 -1.36 0.97  0.431
H17 2.58 -3.18 1.93  0.445
H18 1.12 -2.22 2.12  0.421
H19 -2.30 -3.83 0.79  0.542
H20 -4.72 -4.08 0.42  0.421
H21 -6.00 -2.22 -0.59  0.423
H22 -4.88 -0.17 -1.26  0.386
H23 -3.45 1.16 -2.45  0.386
H24 -2.06 2.08 -1.83  0.403
H25 -2.52 1.46 1.14  0.453
H26 -3.96 2.54 2.83  0.401
H27 -5.99 3.75 2.14  0.393
H28 -6.59 3.87 -0.25  0.389
H29 -5.17 2.79 -1.94  0.401